72
Properties=species:S:1:pos:R:3:mulliken_spin:R:1 method="wB97M-V/def2-TZVPD" spin_multiplicity=2 de_lowest_kcal_mol=0.0 homo_ha="-0.0677 / -0.0678" charge=-2 homo_lumo_gap_ha="0.226 / 0.226" s2=0.76 lumo_energy_ev="4.300 / 4.306" e_tot_ha=-6503.377905
Co -1.328 0.695 -0.385 0.966
N -4.218 -0.732 -3.220 0.000
C -3.394 -0.345 -2.185 0.001
S -1.740 -0.027 -2.544 -0.017
N -3.971 -0.297 -1.007 0.003
N -3.089 0.089 -0.039 -0.016
C -3.471 0.120 1.189 0.002
C -2.461 0.563 2.150 0.012
C -2.669 0.621 3.518 0.002
C -1.622 1.041 4.324 -0.002
C -0.418 1.403 3.745 0.001
C -0.290 1.329 2.363 0.005
N -1.284 0.914 1.593 -0.016
H -3.906 -0.441 -4.131 0.000
H -5.200 -0.603 -3.033 0.000
H -4.474 -0.173 1.476 -0.003
H -3.617 0.310 3.932 0.000
H -1.745 1.072 5.400 0.000
H 0.428 1.719 4.338 0.000
H 0.629 1.582 1.853 -0.003
O 2.142 2.737 -0.670 -0.002
C 0.959 2.455 -0.861 -0.006
O 0.477 1.293 -0.631 0.005
C 0.062 3.535 -1.460 -0.010
C 0.714 4.579 -2.056 0.000
C 0.013 5.607 -2.700 0.001
C -1.366 5.583 -2.762 0.001
C -2.049 4.565 -2.133 0.006
C -1.395 3.498 -1.403 0.013
O -2.038 2.629 -0.775 0.037
N -3.500 4.616 -2.231 0.000
O -4.170 3.994 -1.428 0.000
O -3.987 5.235 -3.178 0.000
N 0.725 6.697 -3.315 0.000
O 1.950 6.715 -3.234 0.000
O 0.077 7.588 -3.863 0.000
H 1.794 4.588 -2.027 0.000
H -1.909 6.355 -3.285 0.000
S -1.474 -2.465 2.714 0.000
C -0.741 -3.815 1.900 -0.001
C -0.981 -5.136 2.325 -0.001
C -0.366 -6.224 1.737 0.002
C 0.535 -6.041 0.692 -0.001
C 0.796 -4.749 0.259 0.001
C 0.177 -3.649 0.839 0.005
As 0.446 -1.820 0.196 0.003
C 1.713 -1.194 1.564 -0.001
C 1.676 -1.670 2.870 0.000
C 2.511 -1.127 3.838 -0.001
C 3.392 -0.105 3.512 0.001
C 3.439 0.368 2.206 -0.001
C 2.606 -0.174 1.238 0.001
C 1.796 -2.183 -1.192 0.005
C 3.121 -2.526 -0.935 -0.001
C 4.003 -2.774 -1.975 0.000
C 3.573 -2.681 -3.293 0.000
C 2.258 -2.334 -3.561 0.000
C 1.377 -2.084 -2.515 0.004
H -1.672 -5.277 3.147 0.000
H -0.583 -7.222 2.099 0.000
H 1.024 -6.885 0.222 0.000
H 1.488 -4.605 -0.561 0.000
H 0.965 -2.443 3.140 0.001
H 2.462 -1.501 4.854 0.000
H 4.037 0.323 4.270 0.000
H 4.105 1.177 1.934 0.000
H 2.624 0.242 0.238 0.001
H 3.467 -2.590 0.091 0.000
H 5.033 -3.035 -1.757 0.000
H 4.264 -2.868 -4.105 0.000
H 1.916 -2.244 -4.584 0.000
H 0.354 -1.799 -2.730 0.001



66
Properties=species:S:1:pos:R:3:nbo_charge:R:1 method="wB97M-V/def2-TZVPD" spin_multiplicity=2 de_lowest_kcal_mol=41.3 homo_ha="-0.4046 / -0.4042" charge=+1 homo_lumo_gap_ha="0.228 / 0.238" s2=0.76 lumo_energy_ev="-4.810 / -4.509" e_tot_ha=-2632.216418
Re -0.180 -0.216 0.171 1.550
O -2.097 -3.604 0.589 -0.510
C -0.997 -3.140 0.562 0.786
O -0.693 -1.992 -0.076 -0.665
C 0.214 -3.783 1.138 -0.220
C 0.270 -5.173 1.155 -0.141
C 1.417 -5.813 1.587 -0.209
C 2.511 -5.063 2.003 -0.171
C 2.453 -3.681 2.016 -0.258
C 1.299 -3.027 1.585 -0.049
S 1.293 -1.274 1.759 0.006
H -0.599 -5.723 0.819 0.242
H 1.456 -6.894 1.602 0.231
H 3.418 -5.563 2.317 0.228
H 3.297 -3.096 2.361 0.228
O -2.438 -0.234 0.405 -0.548
C -3.245 0.657 0.121 0.444
C -2.933 2.017 -0.210 -0.211
C -3.963 2.927 -0.462 -0.106
C -3.659 4.231 -0.752 -0.013
C -2.333 4.667 -0.819 -0.099
C -1.312 3.786 -0.564 -0.258
C -1.589 2.449 -0.250 0.387
O -0.592 1.616 -0.015 -0.651
N -4.742 5.197 -0.981 0.530
O -4.421 6.340 -1.231 -0.350
O -5.879 4.779 -0.903 -0.355
H -4.308 0.389 0.133 0.182
H -4.997 2.610 -0.419 0.263
H -2.131 5.698 -1.071 0.267
H -0.274 4.091 -0.600 0.245
O 1.719 0.792 -0.423 -1.087
P 3.086 0.278 -0.897 1.944
C 4.289 0.319 0.439 -0.376
C 5.636 0.087 0.162 -0.213
C 6.562 0.113 1.192 -0.196
C 6.149 0.377 2.491 -0.172
C 4.813 0.639 2.760 -0.212
C 3.881 0.618 1.735 -0.176
C 3.679 1.361 -2.204 -0.364
C 3.412 2.726 -2.107 -0.202
C 3.857 3.583 -3.098 -0.191
C 4.571 3.084 -4.179 -0.175
C 4.842 1.726 -4.272 -0.205
C 4.398 0.859 -3.285 -0.198
C 2.964 -1.368 -1.642 -0.460
C 1.868 -1.575 -2.483 -0.189
C 1.673 -2.812 -3.073 -0.199
C 2.585 -3.836 -2.853 -0.176
C 3.694 -3.617 -2.052 -0.205
C 3.885 -2.386 -1.440 -0.133
H 5.960 -0.097 -0.856 0.224
H 7.607 -0.071 0.981 0.229
H 6.874 0.391 3.293 0.230
H 4.496 0.856 3.772 0.229
H 2.842 0.841 1.930 0.228
H 2.850 3.096 -1.258 0.226
H 3.644 4.642 -3.031 0.226
H 4.912 3.756 -4.955 0.229
H 5.390 1.341 -5.121 0.229
H 4.597 -0.203 -3.365 0.226
H 1.205 -0.750 -2.717 0.222
H 0.812 -2.971 -3.710 0.230
H 2.435 -4.798 -3.325 0.231
H 4.412 -4.410 -1.895 0.228
H 4.747 -2.222 -0.805 0.222



71
Properties=species:S:1:pos:R:3:lowdin_charge:R:1 method="wB97M-V/def2-TZVPD" de_lowest_kcal_mol=23.8 homo_ha=-0.1009 charge=-2 homo_lumo_gap_ha=0.221 lumo_energy_ev=3.264 e_tot_ha=-7045.004556
Ce 0.205 0.664 2.111 0.149
S 2.675 0.203 6.017 -0.167
As 2.525 -0.662 4.098 -0.410
S 2.617 1.229 2.730 0.191
S 0.476 -1.391 3.604 0.178
S 3.801 -2.144 3.441 -0.110
N -4.743 0.778 -7.249 0.133
C -4.254 0.868 -6.206 -0.206
C -3.736 0.990 -4.897 -0.246
C -3.591 -0.104 -4.046 0.008
C -2.862 0.061 -2.870 -0.025
C -2.523 1.339 -2.456 -0.173
C -2.756 2.398 -3.316 -0.029
C -3.348 2.277 -4.532 -0.035
C -1.786 1.449 -1.155 -0.025
C -2.556 1.170 0.005 -0.286
C -3.912 0.852 -0.021 -0.026
C -4.360 0.683 1.310 -0.069
C -3.221 0.760 2.035 -0.182
N -2.143 1.127 1.348 -0.037
C -0.423 1.847 -1.112 -0.260
C 0.432 2.138 -2.212 0.016
C 1.577 2.653 -1.622 -0.065
C 1.395 2.499 -0.297 -0.220
N 0.261 2.024 0.057 -0.036
H -3.850 -1.079 -4.359 0.109
H -2.583 -0.807 -2.255 0.082
H -2.472 3.386 -2.915 0.135
H -3.584 3.129 -5.151 0.117
H -4.501 0.618 -0.915 0.110
H -5.323 0.317 1.639 0.088
H -3.056 0.649 3.087 0.102
H 0.237 1.957 -3.214 0.091
H 2.422 3.101 -2.147 0.105
H 2.134 2.741 0.480 0.096
S -0.538 -2.705 -3.029 0.176
P 0.388 -2.396 -1.293 0.008
S -0.556 -1.460 0.081 0.398
C 0.921 -3.971 -0.592 -0.375
C 1.096 -5.067 -1.398 -0.121
C 1.557 -6.293 -0.883 -0.092
C 1.763 -6.378 0.484 -0.124
C 1.525 -5.321 1.330 -0.097
C 1.028 -4.170 0.797 -0.103
C 1.975 -1.630 -1.466 -0.375
C 2.676 -1.285 -0.326 -0.097
C 3.958 -0.700 -0.455 -0.065
C 4.443 -0.407 -1.721 -0.095
C 3.598 -0.522 -2.818 -0.118
C 2.361 -1.078 -2.713 -0.110
H 0.827 -4.878 -2.466 0.056
H 1.678 -7.135 -1.539 0.083
H 2.128 -7.309 0.930 0.095
H 1.793 -5.437 2.382 0.112
H 0.857 -3.370 1.526 0.044
H 2.434 -1.654 0.697 0.079
H 4.585 -0.495 0.398 0.092
H 5.466 -0.104 -1.792 0.087
H 3.969 -0.278 -3.788 0.086
H 1.687 -1.127 -3.561 0.062
O 1.263 4.848 2.967 0.033
C 0.566 4.115 3.676 -0.412
C 0.400 4.144 5.203 -0.092
C -0.664 3.104 5.551 -0.064
C -0.638 2.282 4.269 -0.553
O -1.134 1.163 4.125 -0.122
N -0.025 2.876 3.244 0.029
H 0.227 5.121 5.641 0.104
H 1.387 3.815 5.563 0.128
H -1.672 3.559 5.586 0.127
H -0.504 2.426 6.380 0.116



86
Properties=species:S:1:pos:R:3:lowdin_charge:R:1 method="wB97M-V/def2-TZVPD" de_lowest_kcal_mol=89.8 homo_ha=-0.4247 charge=+1 homo_lumo_gap_ha=0.215 lumo_energy_ev=-5.711 e_tot_ha=-5017.449579
W 0.097 0.150 0.004 2.126
O 6.608 -2.846 3.545 0.110
N 5.471 -2.598 3.857 -0.349
O 4.965 -2.817 4.926 0.110
C 4.656 -1.966 2.816 -0.052
C 5.332 -1.224 1.897 0.093
C 4.650 -0.596 0.822 -0.111
C 5.309 0.092 -0.208 0.045
C 4.563 0.584 -1.254 0.012
C 3.177 0.434 -1.232 -0.078
N 2.516 -0.160 -0.242 0.049
C 3.244 -0.700 0.756 -0.144
C 2.532 -1.489 1.718 -0.135
N 1.205 -1.613 1.510 0.023
C 0.525 -2.394 2.328 -0.066
C 1.114 -3.053 3.413 0.020
C 2.468 -2.942 3.633 0.045
C 3.231 -2.144 2.760 -0.042
H 6.410 -1.142 1.969 0.142
H 6.383 0.202 -0.182 0.135
H 5.024 1.096 -2.083 0.128
H 2.575 0.795 -2.060 0.113
H -0.522 -2.535 2.090 0.118
H 0.500 -3.655 4.063 0.124
H 2.940 -3.455 4.458 0.119
C 6.645 -2.108 -3.882 -0.033
C 5.224 -2.169 -3.434 -0.265
C 4.887 -2.771 -2.225 -0.021
C 3.567 -2.858 -1.829 -0.052
C 2.573 -2.329 -2.632 -0.276
C 2.885 -1.713 -3.830 -0.044
C 4.207 -1.646 -4.229 -0.016
S 0.908 -2.315 -1.995 0.679
O 1.022 -2.751 -0.624 -0.301
O -0.024 -2.978 -2.851 -0.230
N 0.580 -0.692 -1.884 -0.204
C -0.460 -0.179 -2.625 -0.418
C -0.747 -0.412 -3.972 0.010
C -1.731 0.354 -4.563 -0.005
C -2.421 1.301 -3.809 -0.015
C -2.123 1.425 -2.469 -0.063
N -1.165 0.696 -1.880 0.002
H 7.324 -2.082 -3.034 0.082
H 6.824 -1.241 -4.511 0.084
H 6.877 -2.999 -4.466 0.097
H 5.665 -3.185 -1.603 0.124
H 3.279 -3.334 -0.907 0.116
H 2.095 -1.293 -4.429 0.110
H 4.456 -1.190 -5.174 0.122
H -0.213 -1.175 -4.513 0.109
H -1.949 0.228 -5.612 0.124
H -3.178 1.921 -4.259 0.119
H -2.636 2.126 -1.824 0.139
O -1.756 -0.379 2.155 -0.161
P -2.456 0.773 1.232 0.294
O -3.462 1.515 1.954 -0.163
O -1.257 1.428 0.548 -0.342
O -3.054 -0.144 0.027 -0.216
P -2.440 -1.617 -0.246 0.315
O -2.583 -1.703 -1.822 -0.052
O -3.054 -2.692 0.508 -0.169
O -0.942 -1.324 0.001 -0.412
H -2.212 -0.423 3.008 0.127
H -3.013 -2.521 -2.078 0.119
Cl 3.072 8.221 -0.873 0.723
C 2.484 6.613 -0.988 -0.659
C 2.690 5.730 0.067 -0.070
C 2.234 4.431 -0.028 0.004
C 1.565 4.009 -1.179 -0.118
C 1.367 4.903 -2.236 0.004
C 1.823 6.201 -2.141 -0.081
C 1.111 2.621 -1.324 -0.468
O 0.879 2.123 -2.425 0.065
O 1.028 1.842 -0.255 -0.234
H 3.203 6.067 0.953 0.114
H 2.400 3.725 0.767 0.082
H 0.855 4.562 -3.122 0.123
H 1.671 6.900 -2.948 0.111
F -0.100 1.362 4.529 0.152
C 1.161 1.545 4.142 -0.622
F 1.815 0.388 4.324 0.135
F 1.719 2.451 4.928 0.183
S 1.186 1.881 2.285 0.594
O 2.574 1.844 1.924 -0.239
O 0.409 3.042 2.064 -0.197
O 0.551 0.588 1.891 -0.454



68
Properties=species:S:1:pos:R:3:nbo_charge:R:1 method="wB97M-V/def2-TZVPD" de_lowest_kcal_mol=0.0 homo_ha=-0.2887 homo_lumo_gap_ha=0.235 lumo_energy_ev=-1.463 e_tot_ha=-3401.342940
Ir -0.077 -1.041 -0.402 0.521
S 0.469 0.994 -1.408 0.034
C 1.238 1.438 0.071 -0.230
S 1.186 0.086 1.144 0.201
C 1.770 2.662 0.375 -0.445
C 1.610 3.762 -0.514 0.301
N 1.432 4.667 -1.202 -0.326
C 2.392 2.852 1.643 0.293
N 2.858 2.965 2.691 -0.319
O 0.659 -3.748 0.515 -0.535
N -0.319 -2.812 0.680 -0.135
C -1.174 -3.161 1.548 0.094
C -2.359 -2.433 2.008 -0.088
C -3.126 -3.150 2.935 -0.163
C -4.288 -2.633 3.474 -0.189
C -4.713 -1.370 3.093 -0.186
C -3.964 -0.648 2.182 -0.169
C -2.787 -1.152 1.628 -0.341
P -1.938 -0.104 0.393 1.198
C -3.136 0.003 -0.968 -0.294
C -4.229 0.868 -0.955 -0.210
C -5.121 0.875 -2.016 -0.206
C -4.927 0.024 -3.096 -0.187
C -3.839 -0.836 -3.119 -0.189
C -2.947 -0.845 -2.058 -0.208
C -1.866 1.535 1.153 -0.402
C -1.618 1.671 2.517 -0.206
C -1.407 2.927 3.065 -0.155
C -1.440 4.053 2.254 -0.196
C -1.691 3.926 0.895 -0.201
C -1.900 2.673 0.343 -0.192
H 1.242 -3.351 -0.178 0.520
H -1.002 -4.130 2.008 0.210
H -2.795 -4.137 3.234 0.218
H -4.857 -3.213 4.188 0.227
H -5.620 -0.947 3.504 0.226
H -4.296 0.342 1.897 0.225
H -4.376 1.551 -0.129 0.222
H -5.964 1.554 -2.004 0.222
H -5.621 0.038 -3.927 0.222
H -3.675 -1.490 -3.965 0.226
H -2.090 -1.515 -2.098 0.207
H -1.563 0.796 3.152 0.222
H -1.198 3.025 4.122 0.217
H -1.257 5.032 2.681 0.224
H -1.695 4.799 0.253 0.232
H -2.067 2.580 -0.722 0.236
C 5.994 -2.068 -0.045 -0.625
C 5.477 -0.788 -0.637 -0.058
C 5.924 0.447 -0.201 -0.209
C 5.422 1.618 -0.753 -0.060
Cl 6.018 3.150 -0.193 -0.002
C 4.455 1.572 -1.735 -0.218
C 3.995 0.338 -2.187 -0.308
C 4.511 -0.827 -1.648 0.360
O 4.131 -2.085 -2.018 -0.499
C 3.144 -2.225 -3.004 -0.177
C 1.747 -1.837 -2.540 0.776
O 0.916 -1.374 -3.303 -0.641
O 1.531 -2.050 -1.272 -0.837
H 6.736 -1.862 0.727 0.213
H 6.451 -2.697 -0.811 0.223
H 5.181 -2.647 0.398 0.224
H 6.670 0.503 0.582 0.223
H 4.048 2.486 -2.144 0.234
H 3.225 0.323 -2.948 0.233
H 3.131 -3.289 -3.237 0.217
H 3.380 -1.670 -3.914 0.203



67
Properties=species:S:1:pos:R:3:nbo_charge:R:1 method="wB97M-V/def2-TZVPD" spin_multiplicity=6 de_lowest_kcal_mol=29.8 homo_ha="-0.4777 / -0.5060" charge=+2 homo_lumo_gap_ha="0.233 / 0.187" s2=8.78 lumo_energy_ev="-6.672 / -8.674" e_tot_ha=-7592.934181
Ir 0.620 -0.732 -0.259 0.990
O 4.183 1.953 6.502 -0.639
C 4.170 1.991 5.178 0.766
O 4.899 2.710 4.554 -0.531
C 3.185 1.105 4.454 -0.120
C 3.437 0.875 3.101 -0.160
C 2.542 0.161 2.341 -0.147
C 1.362 -0.341 2.901 0.057
C 1.115 -0.115 4.261 -0.193
C 2.022 0.593 5.028 -0.181
N 0.463 -0.952 2.042 -0.445
C -0.506 -1.707 2.421 0.140
C -1.501 -2.148 1.470 0.119
C -2.650 -2.834 1.869 -0.179
C -3.572 -3.220 0.909 -0.125
C -3.332 -2.897 -0.420 -0.210
C -2.175 -2.203 -0.739 0.064
N -1.280 -1.849 0.175 -0.499
H 3.595 1.302 6.908 0.492
H 4.332 1.292 2.666 0.257
H 2.726 -0.005 1.284 0.192
H 0.196 -0.455 4.712 0.220
H 1.784 0.769 6.068 0.226
H -0.632 -2.029 3.452 0.215
H -2.813 -3.056 2.911 0.248
H -4.454 -3.773 1.186 0.254
H -4.017 -3.190 -1.199 0.256
H -1.942 -1.950 -1.765 0.224
Se 2.497 0.394 -1.623 0.104
P -0.687 3.217 -1.053 0.935
Se -1.210 1.340 -0.062 -0.284
C -0.203 2.906 -2.783 -0.392
C -0.096 1.640 -3.354 -0.245
C 0.282 1.516 -4.679 -0.150
C 0.586 2.644 -5.429 -0.182
C 0.504 3.904 -4.856 -0.172
C 0.115 4.038 -3.537 -0.185
C -2.269 4.133 -1.191 -0.292
C -3.204 3.688 -2.124 -0.223
C -4.417 4.344 -2.226 -0.197
C -4.686 5.445 -1.428 -0.160
C -3.755 5.880 -0.499 -0.194
C -2.543 5.222 -0.375 -0.218
H -0.363 0.755 -2.782 0.211
H 0.333 0.539 -5.135 0.220
H 0.895 2.539 -6.457 0.238
H 0.750 4.783 -5.434 0.241
H 0.050 5.014 -3.079 0.233
H -2.989 2.832 -2.746 0.221
H -5.151 3.991 -2.933 0.233
H -5.627 5.963 -1.526 0.236
H -3.968 6.733 0.126 0.237
H -1.813 5.557 0.348 0.229
S 3.965 -1.154 -1.638 0.327
C 3.153 -2.602 -1.105 -0.149
N 1.886 -2.742 -0.819 -0.556
C 1.589 -4.060 -0.567 0.178
C 0.332 -4.605 -0.315 -0.246
C 0.211 -5.957 -0.083 -0.169
C 1.326 -6.799 -0.098 -0.170
C 2.579 -6.293 -0.373 -0.194
C 2.702 -4.931 -0.619 -0.234
S 4.134 -4.043 -1.032 0.540
H -0.533 -3.970 -0.326 0.216
H -0.769 -6.367 0.107 0.231
H 1.193 -7.853 0.093 0.245
H 3.446 -6.932 -0.402 0.247